Record 1
DFT (ωB97M-V/def2-TZVPD) results for 7 unconnected molecules or ions with the total composition C14H42O13 at a distorted geometry.

Calculated values
Molar mass: 418.477 g mol⁻¹
Charge: +1
Multiplicity: 2
DFT total energy: -41800.313 eV
Highest occupied orbital energy (spin up / spin down): -11.5 / -11.5 eV

Structure (XYZ):
```
69
Properties=species:S:1:pos:R:3:nbo_charge:R:1
C 3.63981 15.69709 -25.09580 -0.621
C 3.05670 15.20853 -26.40745 -0.075
O 3.05837 16.32415 -27.32161 -0.708
H 4.61551 16.08218 -25.39213 0.225
H 3.93390 14.89254 -24.42176 0.186
H 3.03963 16.37020 -24.48359 0.209
H 2.10031 14.70636 -26.26173 0.161
H 3.70547 14.42050 -26.78980 0.155
H 2.48969 15.96198 -28.00501 0.465
C 6.76672 16.32958 -20.34903 -0.080
C 5.78907 15.12702 -20.31564 -0.107
O 4.84540 15.30815 -21.36644 -0.702
O 7.92012 16.12681 -21.19541 -0.750
H 7.14269 16.67176 -19.38484 0.145
H 6.34205 17.19392 -20.85958 0.204
H 5.12555 15.29438 -19.46721 0.171
H 6.25783 14.14522 -20.24902 0.179
H 5.18727 14.80445 -22.10874 0.478
H 8.44052 16.93015 -21.26905 0.490
C 10.30603 17.68389 -19.42618 -0.109
C 11.34768 16.79562 -20.30747 -0.089
O 12.34113 17.63840 -20.95604 -0.719
O 9.69090 18.63364 -20.30584 -0.733
H 10.71390 17.97149 -18.45715 0.182
H 9.51779 16.93397 -19.36013 0.169
H 10.85928 16.37609 -21.18698 0.178
H 11.87669 16.10199 -19.65391 0.188
H 11.89113 17.97708 -21.73347 0.459
H 10.40584 19.16295 -20.66682 0.476
C 6.71330 12.16134 -15.89247 -0.100
C 6.36324 13.61373 -16.41049 -0.141
O 5.02823 13.92642 -16.02203 -0.281
O 8.14165 12.00303 -15.75630 -0.713
H 6.35854 11.33227 -16.50474 0.229
H 6.32258 12.00693 -14.88670 0.219
H 6.62360 13.94809 -17.41474 0.319
H 7.07270 14.36324 -16.05974 0.346
H 4.73865 14.79144 -16.32116 0.539
H 8.35786 11.40961 -15.03332 0.500
C 4.00007 18.78412 -22.65741 -0.094
C 2.72316 19.55499 -22.68867 -0.095
O 2.97206 20.94477 -22.98025 -0.723
O 4.66107 18.58414 -23.93808 -0.726
H 3.63757 17.83455 -22.26369 0.184
H 4.74362 19.01390 -21.89424 0.167
H 2.24915 19.57149 -21.70726 0.161
H 1.92728 19.09177 -23.27183 0.179
H 2.19902 21.40805 -22.64955 0.468
H 5.00796 19.40399 -24.29740 0.480
C 2.33461 13.44439 -22.05088 -0.103
C 1.12955 13.42923 -21.15922 -0.090
O -0.18247 13.46767 -21.71512 -0.696
O 2.36381 12.42906 -23.11278 -0.731
H 3.25347 13.36521 -21.46990 0.173
H 2.55641 14.40316 -22.51960 0.176
H 1.30653 14.21974 -20.42992 0.154
H 1.24504 12.61326 -20.44581 0.174
H -0.18627 14.05342 -22.47570 0.472
H 3.14989 11.88502 -23.02509 0.469
C 6.80209 18.66932 -15.87824 -0.111
C 6.69315 17.23748 -16.25224 -0.098
O 5.41599 16.86662 -16.81913 -0.749
O 5.73033 19.02964 -15.01735 -0.727
H 6.72262 19.33953 -16.73416 0.188
H 7.72766 18.88343 -15.34384 0.200
H 6.75698 16.65451 -15.33344 0.168
H 7.37043 16.82698 -17.00115 0.196
H 4.86256 17.58527 -16.50469 0.500
H 5.67899 19.98759 -15.05351 0.490
```



Record 2
DFT (ωB97M-V/def2-TZVPD) results for 2 unconnected molecules or ions with the total composition C5H7IN2O at a distorted geometry.

Calculated values
Molar mass: 238.028 g mol⁻¹
Energy relative to the best compared isomer or geometry (same formula, charge and spin): 6.1441 eV
Charge: 0
DFT total energy: -18420.237 eV
Highest occupied orbital energy (spin up / spin down): -8.8 / -8.9 eV

Structure (XYZ):
```
16
Properties=species:S:1:pos:R:3:nbo_charge:R:1
C -0.25056 0.13671 -0.00951 -0.280
C 1.05963 -0.44793 -0.20757 0.163
C -1.00780 -0.92771 0.28722 0.344
C -0.40585 1.53815 0.35892 -0.628
C 2.36816 0.20779 -0.40623 -0.648
N 0.99781 -1.77422 -0.14892 -0.274
N -0.31225 -2.04771 0.09934 -0.423
O -4.03258 -1.00166 -0.27236 -0.675
I -4.72147 0.69195 -0.15778 0.672
H 0.21115 2.02226 -0.46461 0.225
H -1.50062 1.85520 0.55042 0.223
H 0.14995 1.60309 1.33476 0.216
H 3.04617 -0.57650 -0.45393 0.238
H 2.55064 0.96451 -1.19844 0.223
H 2.44481 0.73400 0.50392 0.216
H -0.59719 -2.97794 0.18477 0.408
```



Record 3
DFT (ωB97M-V/def2-TZVPD) results for a gas-phase ion, C7H14OP (charge +1) at a distorted geometry.

Calculated values
Molar mass: 145.162 g mol⁻¹
Energy relative to the best compared isomer or geometry (same formula, charge and spin): 0.0000 eV
Charge: +1
Multiplicity: 3
DFT total energy: -18811.806 eV
Highest occupied orbital energy (spin up / spin down): -10.0 / -15.4 eV

Structure (XYZ):
```
23
Properties=species:S:1:pos:R:3:nbo_charge:R:1
C 0.58321 0.17017 -1.59024 -0.213
C -0.73577 0.19677 -1.62381 -0.287
C 1.25787 0.00562 -0.25896 0.224
C 2.13880 1.20600 0.07256 -0.617
C 2.04988 -1.29849 -0.21551 -0.620
C -2.16050 -1.51659 0.65224 -0.986
C -2.05121 1.43557 1.06707 -0.988
O 0.20819 -0.06624 0.76225 -0.795
P -1.27390 0.01187 0.25396 1.750
H 1.21143 0.23854 -2.46521 0.231
H -1.42296 0.27367 -2.43959 0.235
H 2.79898 1.42194 -0.76223 0.237
H 2.74049 0.99376 0.95222 0.235
H 1.52175 2.07882 0.27272 0.221
H 2.32972 -1.51755 0.81185 0.238
H 2.95255 -1.19900 -0.81055 0.240
H 1.45916 -2.12468 -0.60595 0.218
H -1.50839 -2.37183 0.49215 0.282
H -3.03620 -1.59701 0.01092 0.278
H -2.48112 -1.49197 1.69240 0.276
H -1.56305 1.54022 2.03612 0.287
H -3.11656 1.26642 1.20844 0.274
H -1.90234 2.34398 0.48715 0.281
```



Record 4
DFT (ωB97M-V/def2-TZVPD) results for 3 unconnected molecules or ions with the total composition C3H11NO3 at a distorted geometry.

Calculated values
Molar mass: 109.125 g mol⁻¹
Energy relative to the best compared isomer or geometry (same formula, charge and spin): 1.3203 eV
Charge: 0
DFT total energy: -10921.685 eV
Highest occupied orbital energy: -9.8 eV

Structure (XYZ):
```
18
Properties=species:S:1:pos:R:3:nbo_charge:R:1
C -1.85691 -0.33995 -1.66711 -0.608
C -1.42976 -0.19151 -0.16133 -0.500
C 0.07986 -0.34371 -0.18340 0.689
N 0.55513 -1.32220 0.68401 -0.877
O 0.81338 0.40507 -0.77436 -0.575
H -2.94975 -0.23145 -1.74460 0.204
H -1.39665 0.42159 -2.29370 0.225
H -1.76815 -1.37547 -2.02196 0.207
H -1.92457 -1.03477 0.33429 0.209
H -1.77059 0.72864 0.30177 0.237
H 1.42322 -1.11063 1.14441 0.393
H 0.22484 -2.26439 0.73369 0.393
O 3.13925 5.92899 -0.32766 -0.943
H 2.46670 6.08364 -0.97983 0.472
H 3.01045 6.53014 0.41572 0.471
O 0.05437 -3.91799 2.09071 -0.923
H 0.50657 -4.36025 2.82375 0.474
H 0.82260 -3.60574 1.62560 0.452
```



- Number 4 is which compound?
  C3H11NO3



- Which of these has the lowest molar mass?
  C3H11NO3



- Which value of molar mass does entry 4 give?
  109.125 g mol⁻¹



- Among the records above, which one has the lowest molar mass?
  C3H11NO3